Record 1
Below is C20H36FeNOP2 as an isolated structure, with properties calculated with ωB97M-V/def2-TZVPD.

Geometry as XYZ:
```
61
Properties=species:S:1:pos:R:3:forces:R:3:lowdin_charge:R:1
P -0.7248 -2.1408 -2.7690 -4.327 1.264 -3.605 0.722
P 1.2435 -0.8171 -2.5484 -0.111 7.603 -2.284 0.630
C 0.2475 -2.4000 -4.3912 -1.234 -1.193 -0.003 -0.398
C 1.2725 -1.2684 -4.3968 0.393 -0.067 0.696 -0.357
H -0.5555 -2.3218 -5.1265 0.501 0.086 -0.409 0.056
H 0.6293 -3.4252 -4.4364 0.308 0.260 -0.161 0.073
H 2.2872 -1.5463 -4.6884 -0.261 -0.246 -0.140 0.063
H 0.9700 -0.4330 -5.0430 0.033 -0.262 0.487 0.075
C -0.0948 0.5885 -2.9673 -0.181 0.125 0.410 -0.280
H -0.1000 1.3987 -2.2250 0.226 -0.202 0.026 0.007
H -1.1262 0.1932 -2.9963 0.651 0.284 -0.047 -0.027
H 0.1005 1.0471 -3.9531 0.176 -0.160 0.456 0.035
C 2.5819 0.4183 -2.2546 1.094 0.181 -0.227 -0.257
H 3.3277 0.3960 -3.0680 -0.092 0.073 0.309 0.045
H 3.0861 0.1350 -1.3210 -0.022 0.132 -0.251 0.032
H 2.2194 1.4592 -2.1525 -0.025 -0.706 -0.104 0.035
C -1.2519 -3.4948 -1.7437 -1.643 -1.661 -0.279 -0.386
H -0.6428 -3.6585 -0.8460 -0.344 -0.469 0.078 -0.048
H -1.4043 -4.4192 -2.3096 0.011 -0.155 0.345 0.056
H -2.2362 -3.1076 -1.4277 0.345 -0.449 0.139 0.043
C 2.8378 -2.6583 -2.2325 1.180 -0.461 -0.530 -0.247
H 3.5908 -2.1127 -1.6258 -0.624 -0.337 -0.239 0.030
H 3.0919 -2.5557 -3.2932 0.252 -0.284 0.369 -0.002
H 2.8685 -3.7220 -1.9472 0.319 0.013 -0.136 0.012
Fe 0.9218 -2.6408 -1.6371 3.178 -4.240 5.886 0.355
C -1.6380 4.3652 -0.0972 -0.141 0.077 -0.133 -0.104
C -2.4519 3.6038 -0.8380 0.260 0.504 0.018 -0.116
C -2.8561 2.1914 -0.5821 -0.707 -0.448 0.196 -0.173
C -2.7318 1.7627 0.9084 -1.218 0.110 -0.347 -0.199
C -1.4885 1.0069 1.0744 1.523 -0.317 0.324 -0.148
C -0.2499 1.5003 1.1141 0.455 -1.268 -0.497 -0.128
C 0.1990 2.8697 0.8082 0.328 1.079 0.381 -0.183
C -0.8794 3.9406 1.1365 0.810 0.337 0.120 -0.199
C 1.0176 -3.6652 0.3232 0.144 -0.106 0.851 -0.199
H -1.3705 5.3755 -0.4285 -0.409 -0.343 -0.115 0.100
H -2.8893 4.0050 -1.7494 0.229 0.240 0.050 0.098
H -2.2614 1.5147 -1.2255 -0.117 0.230 0.350 0.097
H -3.8856 2.0434 -0.9493 0.181 0.193 0.239 0.110
H -2.8085 2.6242 1.5855 -0.111 -0.411 -0.547 0.098
H -3.5606 1.1264 1.2332 -0.103 -0.046 -0.441 0.108
H -1.5377 -0.0769 0.9979 -0.191 -0.041 0.418 0.105
H 0.5662 0.7773 1.2299 -0.304 0.037 -0.137 0.090
H 0.4895 2.9140 -0.2750 -0.195 0.044 0.810 0.119
H 1.1195 3.1057 1.3877 -0.461 -0.211 -0.357 0.113
H -1.5112 3.5530 1.9458 0.428 0.416 -0.284 0.093
H -0.3569 4.8127 1.5615 -0.269 -0.162 -0.262 0.105
H 1.0740 -2.9336 1.1456 -0.028 0.243 -0.310 -0.045
H 1.8824 -4.3209 0.5562 0.103 0.396 -0.734 -0.014
H 0.2052 -4.3324 0.6893 -0.053 0.365 -0.532 -0.016
O 1.1083 -1.0366 2.6831 -0.478 0.525 1.198 -0.120
N 0.6756 -0.5470 3.8146 0.339 0.022 -0.695 -0.210
C -0.6651 -0.3279 4.0085 0.251 -0.274 -0.047 -0.019
C -1.1419 0.0969 5.2351 0.445 0.048 0.034 -0.054
C -0.2446 0.3952 6.2614 -0.102 0.049 0.129 -0.084
C 1.1243 0.2986 6.0082 -0.109 -0.076 -0.140 -0.064
C 1.5724 -0.1919 4.7957 -0.505 -0.129 -0.295 -0.011
H -1.3165 -0.5211 3.1505 0.594 -0.070 0.443 0.116
H -2.2168 0.2063 5.3551 0.239 -0.019 0.056 0.111
H -0.6054 0.6880 7.2486 0.119 0.051 -0.368 0.106
H 1.8704 0.6123 6.7377 -0.272 -0.224 -0.088 0.111
H 2.6230 -0.3503 4.5498 -0.480 0.048 -0.073 0.135
```
Positions in Å, forces in eV/Å.

Strongest force on any atom: 7.940 eV Å⁻¹
Lowest unoccupied orbital energy (spin up / spin down): 0.499 / -0.430 eV
Molecular weight: 424.31 g mol⁻¹
2S+1: 6
E_tot: -77814.5910 eV
Relative energy (zero: lowest compared OMol25 entry of this formula, charge and spin): 0.0 kcal/mol
Frontier orbital gap (spin up / spin down): 5.9 / 7.6 eV
Expectation value of S²: 8.782


Record 2
Below is C28H53LuO2PSe2Si2 as an isolated structure, with properties calculated with ωB97M-V/def2-TZVPD.

Geometry as XYZ:
```
89
Properties=species:S:1:pos:R:3:forces:R:3:lowdin_charge:R:1
O -0.5011 -1.2146 -2.7478 0.105 -0.942 -0.756 -0.124
O 0.8407 0.9004 -4.4340 0.163 0.217 0.237 -0.232
C 0.2534 -2.4906 -3.1268 -0.787 0.692 0.174 -0.106
C -0.5108 -3.7152 -2.6866 -0.215 0.026 0.187 -0.042
H 1.2254 -2.4098 -2.6476 -0.114 0.234 -0.039 0.117
H 0.3412 -2.3749 -4.2064 0.280 -0.256 0.241 0.116
H -0.6918 -3.7376 -1.6003 0.059 0.200 -0.418 0.086
H 0.0933 -4.5942 -2.9076 0.048 -0.030 -0.162 0.095
H -1.4640 -3.8154 -3.2211 0.190 0.014 0.169 0.090
C -1.7457 -0.7945 -3.4972 0.385 -0.270 0.911 -0.119
C -1.6156 -1.1301 -4.9442 0.170 0.318 -0.676 -0.054
H -1.8224 0.2765 -3.3086 0.116 -0.070 -0.028 0.120
H -2.5695 -1.3135 -3.0030 0.141 0.024 -0.062 0.106
H -0.8319 -0.5226 -5.4149 -0.078 -0.257 0.205 0.077
H -2.5518 -0.8640 -5.4496 0.058 -0.183 0.191 0.109
H -1.4132 -2.1916 -5.1106 -0.287 0.180 -0.065 0.084
C 0.3924 2.2503 -4.2510 0.192 -0.424 0.068 -0.265
C 2.1380 0.7053 -5.0041 -0.190 0.085 0.108 -0.264
C -0.6893 2.5926 -5.2495 0.063 0.277 -0.235 -0.065
H 1.2359 2.9584 -4.3054 -0.186 -0.233 -0.016 0.127
H -0.0202 2.2996 -3.2296 0.162 0.067 -0.158 0.107
H -0.3013 2.5788 -6.2769 -0.136 -0.007 0.265 0.079
H -1.0562 3.6003 -5.0323 -0.114 -0.110 -0.122 0.085
H -1.5232 1.8845 -5.1852 0.106 0.150 0.003 0.065
C 2.1145 0.7881 -6.5205 0.190 0.054 0.060 -0.068
H 2.4448 -0.2993 -4.6801 -0.028 0.232 -0.051 0.114
H 2.8592 1.4306 -4.5823 -0.253 -0.236 -0.076 0.121
H 1.3304 0.1451 -6.9378 0.164 0.102 0.089 0.079
H 3.0871 0.4489 -6.8934 -0.172 0.118 -0.128 0.084
H 1.9461 1.8181 -6.8561 0.046 -0.220 -0.006 0.077
H -0.1616 -0.7284 -1.9389 0.277 0.086 -0.273 0.061
Lu -0.2267 0.1516 0.6568 1.132 -0.548 0.187 0.981
C 1.4682 0.0723 -1.0912 -0.716 0.094 0.211 -0.373
Si 3.2290 0.5506 -0.6275 0.634 -0.087 -0.197 0.370
H 1.6620 -0.9764 -1.3688 -0.094 -0.029 0.080 -0.030
H 1.3292 0.6117 -2.0410 0.080 -0.093 -0.006 -0.025
C 4.4325 -0.5509 -1.5865 -0.085 -0.058 -0.105 -0.190
C 3.7556 0.3560 1.1556 -0.028 -0.188 0.171 -0.238
C 3.5870 2.3249 -1.1064 -0.110 0.172 0.008 -0.179
C -1.7911 -1.4424 0.2703 -0.468 -0.462 -0.273 -0.420
Si -3.2541 -0.2795 0.1658 -0.421 -1.311 0.521 0.339
H -1.8847 -2.1275 1.1367 0.043 0.329 -0.313 -0.017
H -1.8326 -2.1021 -0.6180 0.085 0.309 0.265 -0.030
C -4.5804 -0.8460 -1.0472 -0.055 0.138 -0.318 -0.182
C -2.5847 1.3999 -0.3948 0.028 0.518 -0.193 -0.240
C -4.1939 -0.1057 1.7739 0.076 0.283 0.172 -0.198
H 3.0014 2.6360 -1.9829 0.175 0.031 0.170 0.015
H 4.6569 2.4434 -1.3377 -0.321 0.032 0.091 0.041
H 3.3406 2.9826 -0.2601 0.064 0.009 -0.299 0.033
H 4.2392 -1.6189 -1.3951 0.099 0.256 -0.060 0.031
H 5.4582 -0.3288 -1.2510 -0.267 -0.104 -0.159 0.036
H 4.3823 -0.3821 -2.6741 0.023 -0.067 0.282 0.020
H 3.4975 -0.6353 1.5565 0.214 0.367 -0.078 -0.034
H 3.2864 1.1138 1.7936 0.080 -0.164 0.058 0.021
H 4.8490 0.4754 1.2171 -0.302 0.037 -0.038 0.043
H -3.0044 1.5633 -1.3924 0.193 0.189 -0.005 0.037
H -1.4906 1.6070 -0.4940 -0.664 0.219 -0.217 -0.023
H -2.9920 2.1701 0.2670 0.169 0.078 -0.154 0.036
H -5.0953 0.4994 1.5902 0.194 -0.145 0.159 0.040
H -3.5990 0.3824 2.5578 -0.259 -0.189 -0.143 -0.024
H -4.5124 -1.0940 2.1350 0.053 0.219 -0.109 0.044
H -5.5358 -0.3644 -0.7852 0.255 -0.132 -0.176 0.039
H -4.7271 -1.9356 -0.9805 0.073 0.328 0.015 0.045
H -4.3518 -0.5919 -2.0928 -0.178 -0.098 0.212 0.010
Se 1.0349 -1.1303 2.6705 0.033 0.257 0.791 0.337
P -0.0612 0.2687 3.9942 -0.067 0.025 -0.270 0.289
Se -1.0743 1.7414 2.6861 -0.123 0.041 0.590 0.330
C -1.1316 -0.8152 4.9981 -0.199 -0.127 0.214 -0.390
C -1.1870 -0.6978 6.3966 -0.073 -0.072 -0.181 -0.073
C -1.8349 -1.6834 7.1494 -0.049 0.053 -0.144 -0.064
C -2.4442 -2.7673 6.5146 0.082 0.105 -0.077 -0.064
C -2.4278 -2.8620 5.1172 -0.076 0.192 0.124 -0.064
C -1.7862 -1.8841 4.3635 0.106 -0.009 0.059 -0.123
C 0.9303 1.2129 5.1951 0.363 -0.099 0.025 -0.417
C 1.8227 0.5071 6.0181 0.083 0.228 0.099 -0.098
C 2.5598 1.1942 6.9896 -0.243 -0.204 -0.332 -0.064
C 2.4098 2.5734 7.1309 -0.097 0.170 -0.071 -0.066
C 1.5256 3.2785 6.3091 0.056 -0.371 -0.064 -0.063
C 0.7917 2.5997 5.3329 -0.064 0.004 -0.033 -0.109
H -0.7200 0.1525 6.8985 -0.118 -0.346 -0.150 0.109
H -1.8532 -1.5993 8.2383 -0.021 -0.034 -0.372 0.113
H -2.9377 -3.5432 7.1060 0.192 0.289 -0.200 0.113
H -2.9151 -3.7034 4.6197 0.160 0.291 0.154 0.112
H -1.7511 -1.9653 3.2736 0.002 -0.014 0.408 0.060
H 1.9378 -0.5744 5.8957 -0.009 0.366 0.080 0.114
H 3.2477 0.6454 7.6302 -0.137 0.140 -0.152 0.112
H 2.9930 3.1112 7.8823 -0.209 -0.203 -0.232 0.113
H 1.4087 4.3543 6.4193 0.044 -0.226 -0.020 0.111
H 0.1108 3.1468 4.6709 0.310 -0.225 0.352 0.047
```
Positions in Å, forces in eV/Å.

Strongest force on any atom: 1.472 eV Å⁻¹
Lowest unoccupied orbital energy: -2.044 eV
Molecular weight: 841.76 g mol⁻¹
E_tot: -223344.0614 eV
Relative energy (zero: lowest compared OMol25 entry of this formula, charge and spin): 6.2 kcal/mol
Frontier orbital gap: 8.7 eV
Total charge: +1


Record 3
Below is C13H9F6N4O8PbS2 as an isolated structure, with properties calculated with ωB97M-V/def2-TZVPD.

Geometry as XYZ:
```
43
Properties=species:S:1:pos:R:3:forces:R:3:lowdin_charge:R:1
Pb -0.4122 0.1439 0.7210 0.597 -0.267 0.001 1.586
O -3.6216 1.9020 -2.0060 -1.131 -1.211 -0.742 0.193
C -2.8508 2.6491 -1.5927 -1.412 -1.355 -0.718 -0.445
O -2.1089 3.3625 -1.1448 2.551 2.443 1.427 0.262
C -4.0759 -0.9543 -1.8209 0.884 0.093 -0.101 0.074
C -4.9610 -1.6052 -2.5771 -0.319 0.989 0.071 0.073
C -4.8386 -2.9097 -2.0392 -1.956 -0.314 -1.752 0.014
C -3.9621 -3.2676 -1.0689 0.213 -1.213 0.410 0.035
C -3.0681 -2.3502 -0.5483 0.259 -1.248 0.996 -0.091
N -3.1753 -1.1080 -1.0317 -0.368 1.418 -0.413 0.256
C -2.0980 -2.8226 0.5434 0.731 2.277 -0.834 -0.634
O -2.2832 -3.9451 0.8482 -0.243 -2.573 1.060 0.146
O -1.2153 -1.9966 0.9548 0.066 0.579 -0.041 -0.230
H -5.6663 -1.1999 -3.2941 0.147 -0.380 0.069 0.149
H -5.5561 -3.6252 -2.4909 0.601 0.320 0.465 0.162
H -3.9644 -4.2987 -0.7157 0.262 0.406 0.018 0.155
F 3.5497 2.2128 -3.0418 -0.263 0.180 0.245 0.162
C 2.4718 2.3419 -2.2771 -0.635 -0.112 -1.212 -0.653
F 2.8402 2.4886 -1.0179 -0.117 0.101 0.272 0.153
F 1.7477 3.4089 -2.6913 0.642 -0.608 0.551 0.130
S 1.3836 0.8364 -2.5316 1.021 0.077 0.474 0.597
O 0.2825 1.0180 -1.5914 -0.294 -0.148 0.609 -0.486
O 1.0549 0.8457 -3.9026 -0.260 -0.016 -0.718 -0.221
N 2.3664 -0.3388 -2.1781 -0.179 0.264 0.086 -0.273
S 2.4204 -1.3406 -0.9941 0.161 0.162 -0.306 0.604
O 1.6556 -0.9506 0.1997 -0.908 0.379 -0.080 -0.456
O 3.7303 -1.7839 -0.7067 0.445 -0.076 -0.036 -0.205
C 1.5163 -2.8064 -1.6234 0.170 -0.547 -0.062 -0.663
F 2.2117 -3.4944 -2.5290 -0.231 0.465 0.511 0.169
F 1.2721 -3.5690 -0.5608 -0.150 -0.152 -0.340 0.154
F 0.3593 -2.4276 -2.1835 -0.145 0.032 0.163 0.125
C 2.1091 3.1184 5.1433 0.461 -0.405 -1.381 0.029
N 2.0207 2.2169 3.9525 0.212 0.504 0.457 -0.115
C 2.9777 2.0842 2.9636 -1.122 -0.389 0.498 -0.017
C 2.4642 1.1793 2.0803 0.815 0.563 -0.106 -0.145
N 1.2389 0.7648 2.5029 -0.950 0.301 0.242 -0.101
C 0.9810 1.4371 3.6317 -0.560 -0.481 0.074 -0.155
H 1.5735 4.0380 4.8953 0.335 0.006 0.235 0.099
H 3.1836 3.2802 5.3697 -0.862 0.019 -0.100 0.110
H 1.6181 2.6047 5.9421 -0.145 -0.119 0.652 0.082
H 3.8791 2.6380 3.0305 0.588 0.188 -0.170 0.122
H 2.9071 0.8635 1.1540 0.001 -0.228 0.071 0.094
H 0.0424 1.3597 4.2268 1.087 0.074 -0.542 0.157
```
Positions in Å, forces in eV/Å.

Strongest force on any atom: 3.809 eV Å⁻¹
Lowest unoccupied orbital energy: -5.711 eV
Molecular weight: 734.56 g mol⁻¹
E_tot: -79181.6536 eV
Relative energy (zero: lowest compared OMol25 entry of this formula, charge and spin): 0.0 kcal/mol
Frontier orbital gap: 6.6 eV
Total charge: +1


Record 4
Below is a 2-piece molecular cluster, C2H8N3OS overall, with properties calculated with ωB97M-V/def2-TZVPD.

Geometry as XYZ:
```
15
Properties=species:S:1:pos:R:3:forces:R:3:lowdin_charge:R:1
C -0.9506 -1.8517 0.4887 1.418 -0.515 0.027 -0.380
C 0.7588 2.5768 -0.9193 -0.963 -2.465 -3.590 0.058
N -1.6736 -2.1745 1.5676 2.281 2.092 0.151 0.250
N 0.1741 -1.0269 0.4420 -2.002 -0.806 0.645 0.039
N 0.8515 -0.8415 -0.8258 -2.730 -0.220 0.422 -0.483
O -1.3393 -2.5600 -0.5406 2.584 1.204 -1.696 0.153
S 0.3454 0.2854 -1.9903 -0.295 2.589 1.202 0.712
H 0.9667 3.0625 -1.9000 -0.472 -0.149 1.244 0.041
H 1.5395 2.3173 -0.3088 2.171 -0.347 1.165 -0.030
H -0.1650 2.5306 -0.4181 -1.195 0.691 0.059 -0.020
H -1.5814 -1.8910 2.5311 0.428 0.403 -0.253 0.150
H -2.4795 -2.6522 1.3527 -2.101 -1.479 -0.476 0.109
H 0.1691 -0.4051 1.2835 0.783 -0.094 -1.433 0.179
H 1.8256 -0.7750 -0.8350 1.775 -0.641 1.392 0.042
H -0.6088 -2.4168 -1.2615 -1.683 -0.263 1.142 0.179
```
Positions in Å, forces in eV/Å.

Strongest force on any atom: 4.460 eV Å⁻¹
Lowest unoccupied orbital energy (spin up / spin down): -4.194 / -4.193 eV
Molecular weight: 122.17 g mol⁻¹
E_tot: -19546.8340 eV
Relative energy (zero: lowest compared OMol25 entry of this formula, charge and spin): 64.2 kcal/mol
Frontier orbital gap (spin up / spin down): 8.6 / 8.6 eV
Total charge: +1